[1]
{"formula": "C16H34As3NO8P2Sc", "method": "the ωB97M-V functional and the def2-TZVPD basis", "symbols": ["Sc", "C", "As", "C", "C", "C", "C", "C", "As", "C", "C", "C", "As", "C", "C", "H", "H", "H", "H", "H", "H", "H", "H", "H", "H", "H", "H", "H", "H", "H", "H", "H", "H", "H", "H", "H", "H", "H", "H", "H", "H", "H", "O", "P", "O", "O", "O", "P", "O", "O", "O", "H", "H", "O", "N", "C", "C", "C", "C", "C", "H", "H", "H", "H", "H"], "xyz": [[2.162, 1.281, -0.216], [1.990, -2.648, 1.184], [1.754, -0.780, 1.594], [2.847, -0.681, 3.196], [0.026, -0.819, 2.515], [-1.276, -0.750, 1.689], [-1.150, -1.623, 0.432], [-1.604, 0.712, 1.336], [-0.523, 1.642, 0.013], [-1.326, 3.390, 0.210], [-1.402, 1.110, -1.630], [-2.384, -1.277, 2.637], [-4.273, -1.700, 2.176], [-4.044, -3.463, 1.350], [-4.724, -0.726, 0.533], [1.729, -3.231, 2.063], [3.034, -2.811, 0.929], [1.375, -2.943, 0.337], [2.499, -1.410, 3.923], [2.794, 0.324, 3.609], [3.883, -0.886, 2.937], [0.059, -0.003, 3.240], [0.055, -1.747, 3.085], [-0.309, -1.317, -0.194], [-2.042, -1.566, -0.187], [-0.997, -2.671, 0.703], [-1.562, 1.322, 2.239], [-2.607, 0.788, 0.944], [-2.401, 3.287, 0.108], [-0.939, 4.044, -0.567], [-1.082, 3.808, 1.183], [-2.476, 1.208, -1.494], [-1.143, 0.091, -1.907], [-1.066, 1.771, -2.428], [-2.458, -0.596, 3.488], [-2.060, -2.234, 3.059], [-3.498, -4.111, 2.037], [-3.518, -3.421, 0.400], [-5.031, -3.894, 1.190], [-4.850, 0.337, 0.737], [-5.691, -1.122, 0.220], [-4.013, -0.868, -0.279], [4.196, 1.601, -1.184], [3.669, 3.137, -1.479], [4.418, 3.779, -2.542], [2.172, 2.822, -1.533], [3.933, 3.832, -0.039], [3.218, 3.461, 1.385], [1.671, 3.815, 1.107], [3.767, 4.243, 2.482], [3.142, 1.920, 1.405], [5.157, 1.577, -1.270], [1.499, 4.741, 1.320], [1.705, -0.216, -1.417], [1.328, -0.560, -2.671], [1.276, 0.390, -3.692], [0.731, 0.040, -4.886], [0.207, -1.259, -5.114], [0.288, -2.190, -4.048], [0.834, -1.851, -2.852], [1.685, 1.361, -3.465], [0.714, 0.790, -5.667], [-0.222, -1.532, -6.066], [-0.078, -3.202, -4.166], [0.936, -2.512, -2.006]], "largest_force_ev_per_a": 2.3, "charge": 0, "multiplicity": 2, "orbital_gap_ha": [0.1921, 0.3220], "total_energy_ev": -256815.572}

=====

[2]
{"formula": "C16H34BBrClO10P2", "method": "the ωB97M-V functional and the def2-TZVPD basis", "symbols": ["C", "C", "B", "Cl", "O", "C", "C", "Br", "O", "H", "H", "H", "H", "O", "P", "O", "C", "C", "O", "C", "C", "O", "C", "C", "H", "H", "H", "H", "H", "H", "H", "H", "H", "H", "H", "H", "H", "H", "H", "O", "P", "O", "C", "C", "O", "C", "C", "O", "C", "C", "H", "H", "H", "H", "H", "H", "H", "H", "H", "H", "H", "H", "H", "H", "H"], "xyz": [[3.556, -1.608, -1.353], [2.670, -1.370, -0.567], [1.663, -0.808, 0.540], [2.678, 0.706, 1.293], [0.406, -0.212, 0.095], [-0.302, -0.065, 1.299], [0.398, -0.988, 2.338], [-0.841, -2.015, 3.478], [1.256, -1.745, 1.575], [4.470, -1.510, -1.888], [-1.338, -0.391, 1.133], [-0.422, 0.968, 1.643], [0.960, -0.418, 3.075], [0.905, -6.031, -6.044], [0.729, -4.754, -5.286], [-0.304, -3.986, -6.336], [-1.375, -4.681, -6.951], [-2.528, -4.950, -6.002], [2.162, -4.054, -5.667], [3.281, -4.817, -6.103], [3.369, -4.819, -7.615], [0.607, -3.516, -4.230], [-0.582, -2.796, -3.910], [-1.339, -3.461, -2.784], [-1.030, -5.614, -7.400], [-1.720, -4.045, -7.771], [-2.198, -5.547, -5.148], [-3.325, -5.492, -6.512], [-2.945, -4.019, -5.615], [3.244, -5.832, -5.709], [4.168, -4.339, -5.682], [2.463, -5.231, -8.060], [4.225, -5.406, -7.953], [3.477, -3.799, -7.987], [-1.209, -2.628, -4.781], [-0.258, -1.812, -3.567], [-1.608, -4.494, -3.022], [-2.251, -2.908, -2.558], [-0.713, -3.484, -1.892], [-0.162, 3.085, 4.645], [-0.232, 4.456, 5.175], [-1.333, 5.260, 4.290], [-2.469, 4.582, 3.755], [-3.521, 4.267, 4.798], [1.141, 5.154, 4.699], [2.210, 4.383, 4.128], [2.159, 4.429, 2.619], [-0.243, 5.373, 6.495], [-1.411, 5.909, 7.109], [-2.050, 4.938, 8.083], [-2.166, 3.671, 3.236], [-2.890, 5.249, 3.002], [-3.110, 3.634, 5.587], [-4.363, 3.743, 4.344], [-3.901, 5.179, 5.263], [2.190, 3.357, 4.491], [3.140, 4.834, 4.482], [1.211, 4.044, 2.244], [2.966, 3.837, 2.187], [2.250, 5.459, 2.268], [-2.123, 6.270, 6.368], [-1.071, 6.791, 7.656], [-2.314, 4.002, 7.590], [-2.951, 5.372, 8.520], [-1.356, 4.696, 8.889]], "largest_force_ev_per_a": 8.2, "charge": -1, "orbital_gap_ha": 0.2622, "total_energy_ev": -139442.576}

=====

[3]
{"formula": "C16H34BClFO25PS6", "method": "the ωB97M-V functional and the def2-TZVPD basis", "symbols": ["C", "C", "B", "O", "P", "Cl", "C", "C", "F", "H", "H", "H", "H", "H", "H", "H", "H", "H", "H", "O", "S", "O", "O", "C", "C", "O", "H", "H", "H", "H", "O", "S", "O", "O", "C", "C", "O", "H", "H", "H", "H", "O", "S", "O", "O", "C", "C", "O", "H", "H", "H", "H", "O", "S", "O", "O", "C", "C", "O", "H", "H", "H", "H", "O", "S", "O", "O", "C", "C", "O", "H", "H", "H", "H", "O", "S", "O", "O", "C", "C", "O", "H", "H", "H", "H"], "xyz": [[-0.344, -1.969, 2.365], [1.298, -1.727, 2.560], [1.981, -1.647, 1.066], [1.506, -2.385, -0.144], [3.510, -0.479, 0.760], [4.517, -1.075, -1.053], [2.708, 1.241, 0.450], [1.082, 1.280, 0.709], [2.920, 1.548, -0.990], [-0.984, -1.202, 3.016], [-0.642, -1.784, 1.247], [-0.599, -3.093, 2.608], [1.821, -2.589, 3.154], [1.394, -0.745, 3.201], [1.335, -3.345, 0.089], [3.229, 1.995, 1.177], [0.455, 0.679, -0.082], [0.764, 1.004, 1.814], [0.760, 2.420, 0.570], [3.561, -1.797, -7.762], [4.296, -0.754, -7.081], [5.344, 0.012, -7.713], [4.871, -1.367, -5.684], [4.370, -0.604, -4.587], [3.027, -0.050, -5.056], [3.220, 0.284, -6.429], [5.080, 0.204, -4.383], [4.269, -1.233, -3.699], [2.717, 0.829, -4.485], [2.245, -0.814, -5.001], [-0.079, 0.873, 3.730], [1.099, 1.364, 4.410], [2.401, 0.756, 4.267], [0.755, 1.487, 5.999], [0.944, 2.836, 6.423], [0.681, 3.693, 5.188], [1.238, 2.959, 4.099], [1.979, 2.943, 6.765], [0.264, 3.076, 7.245], [1.141, 4.681, 5.262], [-0.393, 3.804, 5.007], [-2.786, 5.000, 1.140], [-1.474, 5.604, 1.075], [-0.807, 6.164, 2.228], [-1.487, 6.723, -0.111], [-0.491, 6.401, -1.080], [-0.344, 4.882, -1.024], [-0.461, 4.547, 0.357], [0.440, 6.898, -0.790], [-0.796, 6.750, -2.070], [0.614, 4.542, -1.424], [-1.159, 4.387, -1.562], [0.421, -1.355, -4.691], [-0.263, -2.096, -5.727], [-0.864, -1.467, -6.880], [-1.378, -3.051, -5.017], [-1.117, -4.414, -5.347], [0.389, -4.496, -5.581], [0.730, -3.281, -6.245], [-1.671, -4.655, -6.260], [-1.446, -5.072, -4.539], [0.670, -5.360, -6.188], [0.934, -4.525, -4.631], [-3.133, -2.346, -5.194], [-3.785, -2.506, -3.914], [-3.582, -3.657, -3.065], [-5.388, -2.297, -4.130], [-5.842, -1.221, -3.311], [-4.640, -0.294, -3.151], [-3.514, -1.160, -3.033], [-6.151, -1.635, -2.346], [-6.692, -0.718, -3.779], [-4.725, 0.350, -2.273], [-4.498, 0.324, -4.044], [-1.876, 0.188, 5.932], [-1.040, -0.297, 7.007], [0.087, 0.444, 7.523], [-0.540, -1.801, 6.624], [-0.964, -2.715, 7.634], [-2.239, -2.113, 8.220], [-2.004, -0.707, 8.257], [-0.175, -2.778, 8.389], [-1.136, -3.705, 7.204], [-2.458, -2.494, 9.220], [-3.098, -2.294, 7.565]], "largest_force_ev_per_a": 6.7, "charge": 0, "smiles": "CCB(O)P(Cl)[C@H](C)F.O=S1(=O)OCCO1.O=S1(=O)OCCO1.O=S1(=O)OCCO1.O=S1(=O)OCCO1.O=S1(=O)OCCO1.O=S1(=O)OCCO1", "orbital_gap_ha": 0.3196, "total_energy_ev": -158537.097}

=====

[4]
{"formula": "C16H34BCrNP2", "method": "the ωB97M-V functional and the def2-TZVPD basis", "symbols": ["P", "P", "C", "C", "H", "H", "H", "H", "C", "H", "H", "H", "C", "H", "H", "H", "C", "H", "H", "H", "C", "H", "H", "H", "Cr", "C", "C", "C", "C", "C", "C", "C", "C", "C", "H", "H", "H", "H", "H", "H", "H", "H", "H", "H", "H", "H", "H", "H", "H", "B", "C", "N", "H", "H", "H"], "xyz": [[-0.282, -1.647, -4.037], [0.250, 1.304, -5.683], [-0.643, -1.271, -5.836], [0.282, -0.283, -6.528], [-1.699, -0.970, -5.916], [-0.560, -2.227, -6.371], [1.323, -0.628, -6.545], [-0.021, -0.099, -7.569], [-1.410, 1.975, -5.596], [-1.499, 2.769, -4.838], [-2.190, 1.217, -5.416], [-1.609, 2.440, -6.576], [1.183, 2.421, -6.748], [0.591, 2.611, -7.661], [2.144, 1.969, -7.034], [1.372, 3.371, -6.230], [-1.809, -3.191, -4.545], [-2.294, -3.776, -3.689], [-1.256, -3.902, -5.167], [-2.611, -2.690, -5.096], [1.290, -2.552, -4.338], [2.099, -1.904, -4.705], [1.093, -3.335, -5.084], [1.594, -3.037, -3.407], [-1.396, -2.770, -2.523], [1.217, 2.316, -0.862], [-0.117, 2.270, -0.921], [-0.933, 2.132, -2.177], [-0.885, 0.721, -2.770], [0.449, 0.200, -3.302], [1.258, 1.129, -4.183], [1.732, 2.402, -3.455], [2.199, 2.170, -1.992], [0.060, -3.882, -1.637], [1.687, 2.464, 0.117], [-0.717, 2.327, -0.006], [-0.680, 2.867, -2.946], [-1.988, 2.324, -1.926], [-1.267, 0.030, -2.003], [-1.657, 0.681, -3.563], [1.069, -0.235, -2.501], [2.163, 0.605, -4.557], [0.987, 3.198, -3.487], [2.593, 2.799, -4.017], [2.662, 1.178, -1.914], [3.014, 2.884, -1.811], [0.898, -3.245, -1.302], [0.439, -4.688, -2.278], [-0.449, -4.306, -0.751], [-1.152, -0.413, 1.299], [-1.548, -1.243, 0.094], [-1.839, -1.881, -0.854], [-1.822, 0.610, 1.327], [0.039, -0.140, 1.203], [-1.352, -1.070, 2.309]], "largest_force_ev_per_a": 3.3, "charge": 0, "multiplicity": 5, "orbital_gap_ha": [0.1776, 0.2462], "total_energy_ev": -66303.016}

=====

[5]
{"formula": "C16H34BIrNP2", "method": "the ωB97M-V functional and the def2-TZVPD basis", "symbols": ["P", "P", "C", "C", "H", "H", "H", "H", "C", "H", "H", "H", "C", "H", "H", "H", "C", "H", "H", "H", "C", "H", "H", "H", "Ir", "C", "C", "C", "C", "C", "C", "C", "C", "C", "H", "H", "H", "H", "H", "H", "H", "H", "H", "H", "H", "H", "H", "H", "H", "B", "C", "N", "H", "H", "H"], "xyz": [[0.218, -2.610, -4.267], [0.774, 0.873, -4.776], [0.013, -1.555, -5.737], [1.170, -0.566, -5.827], [-0.958, -1.052, -5.640], [-0.068, -2.203, -6.615], [2.105, -0.951, -5.388], [1.313, -0.219, -6.856], [-0.283, 1.844, -5.989], [-0.574, 2.837, -5.621], [-1.198, 1.326, -6.293], [0.305, 2.005, -6.901], [2.173, 2.047, -4.919], [2.387, 2.172, -5.987], [3.042, 1.616, -4.416], [1.951, 3.033, -4.494], [-1.451, -3.169, -3.880], [-1.453, -3.708, -2.920], [-1.836, -3.823, -4.673], [-2.098, -2.277, -3.826], [1.421, -3.871, -4.718], [2.396, -3.648, -4.198], [1.490, -3.785, -5.805], [1.114, -4.881, -4.441], [1.731, -2.327, -2.907], [-1.153, 4.159, -3.593], [-2.360, 3.836, -4.100], [-3.109, 2.541, -4.299], [-2.664, 1.184, -3.634], [-1.702, 1.293, -2.535], [-0.388, 1.634, -2.646], [0.295, 2.852, -2.094], [-0.716, 3.990, -2.171], [2.475, -3.579, -1.287], [-0.402, 4.693, -4.207], [-2.946, 4.666, -4.509], [-3.200, 2.353, -5.385], [-4.151, 2.736, -3.987], [-3.573, 0.694, -3.255], [-2.258, 0.505, -4.398], [-2.150, 1.400, -1.518], [0.227, 0.698, -2.533], [1.222, 3.092, -2.651], [0.618, 2.633, -1.065], [-1.606, 3.729, -1.555], [-0.298, 4.928, -1.782], [3.127, -3.023, -0.576], [2.994, -4.512, -1.599], [1.580, -3.862, -0.688], [0.764, -0.002, 0.741], [1.285, -0.548, -0.565], [1.657, -1.098, -1.533], [-0.148, 0.778, 0.570], [1.682, 0.478, 1.355], [0.317, -1.004, 1.282]], "largest_force_ev_per_a": 5.6, "charge": 2, "multiplicity": 6, "orbital_gap_ha": [0.1887, 0.2005], "total_energy_ev": -40698.897}

=====

[6]
{"formula": "C16H34FNO9S2", "method": "the ωB97M-V functional and the def2-TZVPD basis", "symbols": ["C", "O", "C", "C", "C", "N", "S", "S", "O", "O", "F", "H", "H", "H", "H", "H", "H", "H", "H", "H", "H", "C", "C", "O", "C", "C", "O", "H", "H", "H", "H", "H", "H", "H", "H", "C", "C", "O", "C", "C", "O", "H", "H", "H", "H", "H", "H", "H", "H", "C", "C", "O", "C", "C", "O", "H", "H", "H", "H", "H", "H", "H", "H"], "xyz": [[-0.259, -5.121, 0.214], [-0.524, -4.508, -1.093], [-0.830, -3.079, -1.011], [-1.760, -2.606, 0.244], [-3.291, -3.181, 0.261], [-3.533, -4.431, -0.549], [-4.465, -3.972, -1.952], [-4.475, -5.492, 0.473], [-5.068, -6.610, -0.452], [-3.633, -6.089, 1.667], [-5.808, -4.633, 1.211], [0.260, -4.417, 0.993], [0.474, -6.041, 0.015], [-1.282, -5.589, 0.609], [0.207, -2.492, -0.954], [-1.365, -2.745, -2.010], [-1.857, -1.419, 0.156], [-1.265, -2.774, 1.317], [-3.581, -3.376, 1.402], [-4.026, -2.320, -0.094], [-3.997, -4.660, -3.083], [2.234, 2.727, 1.364], [2.193, 1.242, 1.655], [0.951, 0.663, 1.217], [0.707, 0.227, -0.040], [1.657, 0.606, -1.135], [-0.313, -0.410, -0.288], [2.173, 2.931, 0.292], [3.153, 3.174, 1.752], [1.379, 3.229, 1.828], [3.050, 0.707, 1.225], [2.242, 1.084, 2.738], [1.310, 1.529, -1.606], [1.667, -0.195, -1.880], [2.688, 0.724, -0.805], [1.270, 6.780, 5.421], [0.044, 5.924, 5.179], [0.385, 4.723, 4.464], [0.828, 3.583, 5.042], [1.269, 3.622, 6.474], [0.930, 2.552, 4.383], [2.007, 6.263, 6.041], [0.999, 7.718, 5.911], [1.766, 7.011, 4.473], [-0.494, 5.691, 6.107], [-0.659, 6.473, 4.543], [2.343, 3.818, 6.513], [1.066, 2.647, 6.927], [0.737, 4.353, 7.080], [1.821, -0.548, -7.331], [2.008, -0.881, -5.866], [1.736, 0.262, -5.036], [0.508, 0.619, -4.598], [-0.697, -0.022, -5.218], [0.383, 1.504, -3.755], [0.790, -0.259, -7.551], [2.086, -1.400, -7.961], [2.451, 0.303, -7.611], [1.409, -1.746, -5.553], [3.055, -1.150, -5.688], [-1.039, 0.594, -6.054], [-1.489, -0.076, -4.465], [-0.529, -1.043, -5.555]], "largest_force_ev_per_a": 7.6, "charge": 0, "smiles": "COCCCN(S)S(=O)(=O)F.CCOC(C)=O.CCOC(C)=O.CCOC(C)=O", "orbital_gap_ha": 0.3224, "total_energy_ev": -61443.054}